1.
Here is a molecular structure, C18H17FN4S3SiTa from the Open Molecules 2025 dataset. Energies are from ωB97M-V/def2-TZVPD.

HOMO-LUMO gap in eV: 6.67
E_LUMO in eV: -5.26
Total charge: +1

```
45
Properties=species:S:1:pos:R:3:nbo_charge:R:1
Ta 1.236 -11.525 -8.994 1.602
S 3.083 -12.981 -9.226 0.037
S 0.809 -12.861 -7.178 0.126
S -0.145 -9.498 -8.214 0.022
Si -1.328 -13.295 -10.378 1.838
F 1.822 -10.090 -10.902 -0.337
N 5.123 -15.692 -7.773 -0.213
N 2.372 -9.898 -8.128 -0.619
N 1.419 -15.887 -5.235 -0.207
N 0.140 -12.234 -10.525 -1.095
C 4.073 -8.566 -7.217 -0.248
C -0.745 -14.949 -9.807 -1.179
C 2.251 -10.702 -13.196 -0.271
C 1.410 -9.035 -7.775 0.076
C 1.653 -10.983 -11.988 0.391
C -2.445 -12.487 -9.134 -1.153
C 0.917 -13.155 -12.728 -0.210
C 1.986 -15.447 -6.187 0.231
C 0.896 -12.163 -11.717 0.045
C 1.473 -12.874 -13.987 -0.184
C 2.216 -13.727 -7.884 -0.229
C 2.156 -11.687 -14.196 -0.192
C 3.680 -9.681 -7.894 0.067
C -2.193 -13.337 -11.976 -1.178
C 1.768 -7.871 -7.083 -0.246
C 3.078 -7.642 -6.752 -0.082
C 2.701 -14.908 -7.242 -0.313
C 4.023 -15.328 -7.516 0.242
H 5.150 -8.393 -7.022 0.254
H -1.008 -15.157 -8.746 0.264
H -2.328 -12.324 -12.422 0.264
H 4.378 -10.392 -8.328 0.234
H 2.756 -9.751 -13.320 0.252
H -2.363 -11.399 -9.183 0.246
H -3.495 -12.804 -9.403 0.269
H -2.276 -12.819 -8.089 0.252
H -1.698 -13.977 -12.730 0.252
H 3.378 -6.856 -6.094 0.245
H 1.392 -13.639 -14.761 0.241
H -1.189 -15.761 -10.433 0.269
H 0.462 -14.113 -12.573 0.230
H 2.645 -11.462 -15.153 0.241
H 0.976 -7.236 -6.704 0.250
H 0.372 -15.041 -9.884 0.245
H -3.243 -13.729 -11.806 0.269
```

---

2.
Here is a molecular structure, C18H17IrN3O9S2 from the Open Molecules 2025 dataset. Energies are from ωB97M-V/def2-TZVPD.

HOMO-LUMO gap (spin up / spin down) in eV: 7.26 / 7.03
E_LUMO (spin up / spin down) in eV: -1.24 / -1.38
Relative energy (zero: lowest compared OMol25 entry of this formula, charge and spin) in kcal per mole: 58.60
Multiplicity: 2

```
50
Properties=species:S:1:pos:R:3:nbo_charge:R:1
Ir -1.055 -0.586 -0.076 1.488
S -0.740 -0.363 -2.362 0.006
S 3.315 -2.432 -1.675 2.298
O -0.403 1.117 0.719 -0.607
O -5.030 -0.298 0.406 -0.574
O -3.040 -1.132 -0.217 -0.755
O 3.877 -3.673 -1.237 -0.918
O 3.278 -2.127 -3.072 -0.914
O 0.736 -1.005 0.564 -0.701
O -2.380 1.245 -0.583 -0.560
O -1.209 -2.845 0.292 -0.678
O 0.219 2.145 2.572 -0.590
N -2.003 1.895 -1.677 0.025
N 1.796 -2.270 -1.029 -0.726
N -1.870 -0.662 2.010 -0.410
C -1.007 1.948 -3.810 -0.223
C -1.088 -2.979 1.714 -0.091
C -2.066 -2.074 2.405 -0.255
C -2.360 3.191 -1.786 0.037
C -3.854 -0.465 0.585 0.793
C -0.321 1.212 2.025 0.767
C -3.152 0.043 1.833 -0.367
C -0.903 0.072 2.819 -0.351
C 1.788 -1.323 -0.164 0.595
C -1.401 3.256 -3.964 -0.162
C -1.290 1.260 -2.627 0.043
C 3.048 -0.567 0.041 -0.083
C 5.313 -0.571 -0.790 -0.173
C 5.571 0.512 0.045 -0.189
C -2.074 3.897 -2.923 -0.250
C 4.578 1.046 0.863 -0.200
C 3.294 0.512 0.871 -0.177
C 4.036 -1.088 -0.770 -0.312
H -0.464 1.422 -4.582 0.244
H -0.072 -0.582 3.087 0.244
H 6.562 0.947 0.057 0.221
H -2.887 3.583 -0.931 0.240
H 2.513 0.936 1.490 0.241
H 6.079 -0.985 -1.431 0.234
H -1.341 0.474 3.735 0.229
H -2.374 4.932 -2.989 0.236
H -1.978 -2.193 3.489 0.218
H -3.082 -2.354 2.125 0.223
H -1.181 3.784 -4.881 0.230
H 4.808 1.888 1.503 0.223
H -1.240 -4.018 2.010 0.207
H -3.812 -0.097 2.692 0.225
H -2.962 1.107 1.691 0.262
H -2.114 -3.030 -0.005 0.518
H -0.059 -2.705 1.936 0.220
```

---

3.
Here is a molecular structure, C18H17MnN4O3S from the Open Molecules 2025 dataset. Energies are from ωB97M-V/def2-TZVPD.

HOMO-LUMO gap (spin up / spin down) in eV: 4.95 / 5.29
E_LUMO (spin up / spin down) in eV: -8.81 / -8.46
Total charge: +2

```
44
Properties=species:S:1:pos:R:3:nbo_charge:R:1
Mn -0.662 -1.893 0.151 0.756
S 1.864 -1.051 -0.062 2.276
O -1.181 -3.197 -0.777 -0.434
O 2.909 -1.975 0.224 -0.822
O 0.810 -1.587 -1.060 -0.808
N 1.215 -1.575 3.377 -0.398
N -0.812 -2.053 2.178 -0.489
N 0.678 -0.843 1.103 -0.801
N 4.652 3.574 -2.197 -0.746
C -2.157 -3.453 -1.850 -0.246
C -0.672 -2.584 4.468 -0.290
C 3.746 0.703 -0.071 -0.122
C 3.983 2.554 -1.592 0.251
C -3.236 2.636 0.191 -0.224
C -4.053 2.595 -0.936 -0.019
C -2.517 0.459 -0.392 -0.397
C -3.307 0.395 -1.583 -0.063
C -1.604 -0.515 -0.164 0.647
C 2.662 2.315 -2.017 -0.249
C -1.361 -2.663 3.235 0.141
C -4.060 1.501 -1.835 -0.216
C 1.932 1.291 -1.523 -0.135
C -2.460 1.553 0.482 -0.049
C 2.520 0.439 -0.576 -0.470
C 4.488 1.737 -0.565 -0.251
C 0.429 -1.537 2.322 0.546
C 0.636 -2.151 4.461 0.137
H 0.881 1.208 -1.817 0.225
H -4.725 1.560 -2.732 0.270
H 5.523 3.946 -1.760 0.411
H -1.503 -3.783 -2.685 0.238
H 1.215 -2.165 5.385 0.245
H 5.532 1.924 -0.247 0.243
H 4.145 4.323 -2.657 0.409
H -2.559 -2.475 -2.149 0.165
H 2.184 2.887 -2.819 0.234
H -1.164 -2.806 5.385 0.267
H -3.241 3.557 0.811 0.270
H -2.930 -4.101 -1.450 0.237
H -3.238 -0.502 -2.232 0.249
H -2.263 -3.267 3.024 0.249
H 4.205 0.141 0.697 0.256
H -1.823 1.461 1.396 0.257
H -4.680 3.417 -1.140 0.250
```

---

4.
Here is a molecular structure, C18H18BF4OPr from the Open Molecules 2025 dataset. Energies are from ωB97M-V/def2-TZVPD.

HOMO-LUMO gap (spin up / spin down) in eV: 8.07 / 8.13
E_LUMO (spin up / spin down) in eV: -0.34 / -0.30
Relative energy (zero: lowest compared OMol25 entry of this formula, charge and spin) in kcal per mole: 267.58
Multiplicity: 3

```
43
Properties=species:S:1:pos:R:3:lowdin_charge:R:1
Pr -1.426 -0.042 1.365 1.235
F -2.870 -0.083 2.749 -0.242
F -4.721 -1.364 3.902 0.051
F -4.796 1.030 3.533 0.102
F -3.523 0.018 5.156 0.066
O 1.375 0.369 -1.466 -0.057
C -2.569 -0.275 -0.694 -0.198
C 3.406 -0.293 -4.552 -0.037
C -0.073 0.597 3.214 -0.146
C -1.357 0.310 3.706 -0.135
C -0.508 -1.617 2.799 -0.152
C 0.450 -0.585 2.650 -0.214
C -1.630 -1.055 3.451 -0.170
C 1.698 0.330 -2.861 -0.242
C 1.287 1.579 -2.212 -0.092
C 4.138 0.189 -2.318 -0.027
C 5.747 -0.378 -4.016 -0.087
C -3.728 -0.256 1.264 -0.186
C -3.419 1.085 0.926 -0.127
C -2.705 1.069 -0.289 -0.178
C 5.451 -0.032 -2.704 -0.075
C 4.719 -0.510 -4.939 -0.081
C 3.104 0.065 -3.241 -0.183
C -3.198 -1.100 0.260 -0.134
B -3.887 -0.112 3.724 -0.945
H 0.409 1.559 3.216 0.130
H 2.606 -0.406 -5.275 0.113
H -0.399 -2.644 2.494 0.134
H -2.533 -1.579 3.713 0.150
H 0.283 1.963 -2.365 0.109
H -2.307 1.924 -0.803 0.123
H -3.681 1.961 1.495 0.144
H -4.278 -0.576 2.132 0.128
H -2.021 -0.614 -1.560 0.122
H -3.269 -2.174 0.229 0.137
H 6.246 0.061 -1.977 0.104
H 4.940 -0.789 -5.961 0.104
H 6.772 -0.552 -4.314 0.103
H 2.045 2.322 -1.986 0.121
H 3.901 0.437 -1.293 0.115
H 1.401 -0.668 2.150 0.122
H -2.030 1.013 4.168 0.149
H 0.953 -0.178 -3.469 0.148
```

---

Calculated values (eV) of calculated total energy for the records, taken in order: -69550.3549; -66345.9541; -73178.0796; -46611.6213.
Calculated values (eV/Å) of strongest force on any atom for the records, taken in order: 6.33; 3.47; 2.25; 11.27.